{"formula": "C5H13N2", "method": "wB97M-V/def2-TZVPD", "elements": ["C", "C", "C", "C", "N", "C", "N", "H", "H", "H", "H", "H", "H", "H", "H", "H", "H", "H", "H", "H"], "positions_angstrom": [[2.124, 0.086, 1.058], [0.951, -0.164, 1.978], [-0.290, -0.632, 1.200], [-0.739, 0.364, 0.192], [-0.161, 0.602, -1.112], [-0.752, 0.324, -2.281], [-1.551, -0.641, -2.562], [2.300, 1.211, 0.803], [2.228, -0.394, 0.088], [2.908, -0.190, 1.723], [0.566, 0.785, 2.437], [0.975, -1.034, 2.812], [-1.152, -0.711, 1.844], [-0.072, -1.710, 0.755], [-1.992, 0.164, -0.031], [-0.766, 1.351, 0.749], [-0.164, 1.703, -0.978], [-0.601, 1.013, -3.075], [-1.714, -1.563, -2.171], [-2.096, -0.565, -3.429]], "atomic_forces_ev_per_a": [[0.9, 2.3, 0.5], [-3.1, -1.3, 0.8], [1.2, -2.5, -1.1], [-5.5, -0.3, 0.8], [-0.4, 4.2, -0.4], [0.7, 0.5, 1.8], [-1.6, -1.7, -1.5], [-0.5, -1.8, 0.7], [-0.4, -0.7, 0.3], [1.5, -0.1, -0.3], [0.9, -0.8, 0.2], [1.0, 2.3, -1.7], [-0.1, -0.3, 0.5], [-0.6, 2.1, 0.7], [3.3, 0.4, 0.6], [0.2, -0.9, -0.8], [1.3, -2.7, -1.7], [0.2, 0.7, -0.4], [0.4, 0.5, 1.0], [0.8, 0.1, 0.2]], "fmax_ev_per_a": 5.554, "smiles": "CCCC/[NH+]=C\\N", "homo_lumo_gap_ha": 0.3686, "total_energy_ev": -8367.3238, "homo_ev": -14.1, "spin_multiplicity": 1, "charge": 1, "lumo_energy_ev": -4.11, "mol_weight_g_mol": 101.17, "de_lowest_kcal_mol": 80.40}